Record 1
{
  "formula": "CH4BrN2",
  "method": "ωB97M-V with the def2-TZVPD basis set",
  "elements": ["C", "N", "N", "Br", "H", "H", "H", "H"],
  "xyz": [[0.046, -0.292, 0.046], [-0.401, -0.645, 1.266], [0.107, 0.885, -0.547], [-0.998, 0.571, 2.638], [0.314, -1.131, -0.548], [-0.564, -1.644, 1.582], [0.387, 0.987, -1.559], [-0.241, 1.627, 0.089]],
  "mulliken_charge": [0.332, -0.306, -0.312, 0.120, 0.321, 0.337, 0.298, 0.210],
  "smiles": "[NH2+]=CNBr",
  "total_charge": 1,
  "gap_ev": 10.11,
  "homo_energy_ev": -15.300,
  "spin_multiplicity": 1
}

***

Record 2
{
  "formula": "CH4BrP",
  "method": "ωB97M-V with the def2-TZVPD basis set",
  "elements": ["C", "P", "Br", "H", "H", "H", "H"],
  "xyz": [[0.881, 0.391, 0.329], [-1.031, -1.096, 0.070], [-2.591, 0.422, -0.075], [0.882, 0.729, 1.418], [0.764, 1.152, -0.318], [1.708, -0.165, -0.232], [-0.614, -1.433, -1.192]],
  "mulliken_charge": [-0.992, 0.103, -0.121, 0.276, 0.362, 0.308, 0.064],
  "gap_ev": 9.27,
  "homo_energy_ev": -8.989,
  "spin_multiplicity": 1
}

***

Record 3
{
  "formula": "CH4Cl2O2P",
  "method": "ωB97M-V with the def2-TZVPD basis set",
  "elements": ["C", "O", "O", "P", "Cl", "Cl", "H", "H", "H", "H"],
  "xyz": [[-1.156, -0.145, 1.042], [0.080, 0.593, -2.624], [0.213, -0.504, 0.796], [1.268, 0.102, -0.041], [2.545, -1.289, -0.389], [1.997, 1.831, 0.697], [-1.340, 0.187, 2.044], [-1.627, -1.171, 0.716], [-1.554, 0.656, 0.441], [-0.425, -0.260, -2.682]],
  "mulliken_charge": [-0.568, -0.310, -0.111, 0.818, -0.013, -0.070, 0.291, 0.259, 0.331, 0.373],
  "total_charge": 1,
  "gap_ev": [10.23, 9.17],
  "homo_energy_ev": [-14.391, -16.310],
  "spin_multiplicity": 3
}

***

Record 4
{
  "formula": "CH4Cl2SSi",
  "method": "ωB97M-V with the def2-TZVPD basis set",
  "elements": ["C", "Si", "S", "Cl", "Cl", "H", "H", "H", "H"],
  "xyz": [[3.140, 0.431, -0.088], [-1.839, -0.007, -0.123], [-1.566, -2.108, 0.129], [3.855, 1.884, -0.057], [-0.563, 0.869, 1.198], [2.639, 0.169, -1.157], [-3.254, 0.374, 0.450], [-1.535, 0.556, -1.615], [-0.877, -2.169, 1.263]],
  "mulliken_charge": [-0.140, 0.473, -0.296, 0.015, -0.220, 0.126, -0.061, -0.049, 0.152],
  "gap_ev": [8.07, 8.07],
  "homo_energy_ev": [-8.787, -8.787],
  "spin_multiplicity": 1
}

***

Record 5
{
  "formula": "CH4ClN",
  "method": "ωB97M-V with the def2-TZVPD basis set",
  "elements": ["C", "N", "Cl", "H", "H", "H", "H"],
  "xyz": [[0.512, 0.721, -0.051], [-1.180, -0.621, -0.108], [1.956, -0.186, -0.072], [0.421, 1.252, 0.928], [0.365, 1.113, -1.067], [-1.272, -0.908, 0.948], [-0.801, -1.371, -0.578]],
  "mulliken_charge": [-0.244, -0.613, -0.118, 0.271, 0.258, 0.221, 0.225],
  "gap_ev": 9.67,
  "homo_energy_ev": -9.322,
  "spin_multiplicity": 1
}

***

Record 6
{
  "formula": "CH4ClN2O",
  "method": "ωB97M-V with the def2-TZVPD basis set",
  "elements": ["C", "N", "N", "O", "Cl", "H", "H", "H", "H"],
  "xyz": [[0.635, -0.428, 0.027], [-2.011, 1.141, 0.076], [0.183, 0.871, -0.057], [0.737, 1.890, -0.022], [-2.770, -0.282, -0.156], [1.717, -0.509, -0.150], [0.059, -1.068, -0.649], [0.414, -0.795, 1.042], [-2.087, 1.752, -0.742]],
  "mulliken_charge": [-0.579, -0.195, 0.437, -0.171, 0.160, 0.354, 0.283, 0.377, 0.334],
  "total_charge": 1,
  "gap_ev": [8.40, 7.72],
  "homo_energy_ev": [-15.465, -15.199],
  "spin_multiplicity": 1
}

***

Record 7
{
  "formula": "CH4ClN2O",
  "method": "ωB97M-V with the def2-TZVPD basis set",
  "elements": ["C", "N", "N", "O", "Cl", "H", "H", "H", "H"],
  "xyz": [[0.085, -0.546, -0.285], [1.313, -0.371, -0.694], [-0.343, 0.870, 0.436], [-1.705, 0.923, 0.674], [-1.172, -1.494, -0.705], [1.738, 0.534, -0.532], [1.712, -1.055, -1.317], [0.369, 0.934, 1.141], [-1.997, 0.205, 1.281]],
  "mulliken_charge": [0.568, -0.250, -0.252, -0.332, 0.043, 0.282, 0.281, 0.310, 0.351],
  "smiles": "N/C(Cl)=[NH+]/O",
  "total_charge": 1,
  "gap_ev": 9.96,
  "homo_energy_ev": -15.679,
  "spin_multiplicity": 1
}

***

Record 8
{
  "formula": "CH4ClN2P",
  "method": "ωB97M-V with the def2-TZVPD basis set",
  "elements": ["C", "N", "N", "P", "Cl", "H", "H", "H", "H"],
  "xyz": [[-0.864, 0.546, -1.339], [-0.591, -0.387, -0.368], [0.461, 0.075, 0.619], [0.587, -1.046, 1.828], [1.626, 0.254, 3.065], [-0.172, 0.282, -2.205], [-0.525, 1.685, -1.238], [-2.022, 0.541, -1.769], [1.500, -1.951, 1.408]],
  "mulliken_charge": [-0.557, -0.211, -0.097, 0.209, -0.216, 0.257, 0.290, 0.243, 0.082],
  "smiles": "C/N=N/PCl",
  "gap_ev": [7.70, 8.04],
  "homo_energy_ev": [-9.089, -9.112],
  "spin_multiplicity": 1
}

***

Relative energy (zero: lowest compared OMol25 entry of this formula, charge and spin) for every record listed, in sequence, given in kJ/mol: 123.1, 188.9, 15.9, 374.1, 281.3, 529.3, 203.2, 190.4.
Electronic energy for every record listed, in sequence, given in a.u.: -2723.73623, -2955.79684, -1452.33236, -1648.46310, -555.33534, -684.94289, -685.06708, -951.42400.